Molecular formula: C50H91N11O10
Method: DFT, the ωB97M-V functional and the def2-TZVPD basis

Each line ends with the Löwdin charge.
Geometry (Å):
H  1.63979  5.12280  0.08870  0.09
H  -0.24747  -1.50698  6.44082  0.09
C  -4.04745  -3.43855  0.42083  -0.47
H  -0.27852  -0.31487  -3.66078  0.07
O  -4.55567  0.18936  -1.44281  -0.01
O  -1.60638  2.07321  -6.72689  0.05
O  -4.04030  -2.61791  1.30976  0.05
C  6.16536  4.29117  3.75199  -0.06
C  0.07972  -6.28837  0.56059  -0.08
C  -2.72307  -2.15326  -4.55734  -0.14
C  -4.21893  -4.91795  0.77614  -0.01
H  3.36147  1.49527  1.43875  0.07
C  1.63304  -0.95697  -6.26733  -0.11
C  -3.53102  4.68775  2.35878  -0.52
H  5.89872  1.82347  -2.42303  0.09
H  -0.94133  -6.51767  0.27066  0.08
H  3.07267  -0.92507  4.36666  0.08
O  0.08666  4.12133  2.31893  0.03
H  -3.12318  2.62009  4.58557  0.09
C  -2.89055  1.18040  -4.91783  -0.01
C  -1.16824  -3.26787  3.11489  0.01
H  0.21648  -6.42363  1.63235  0.08
H  -5.29351  -0.43195  0.91409  0.06
H  -4.62867  6.42729  1.80127  0.09
H  6.12642  0.15547  -2.97441  0.09
H  7.04018  3.75459  4.12114  0.08
H  5.87082  5.09184  4.42378  0.08
O  -1.62587  -3.78828  5.32777  0.00
N  -2.81867  4.27777  3.42393  0.03
H  -2.26562  5.00765  3.83904  0.13
C  3.62317  1.74293  2.46621  -0.02
H  2.28179  1.72636  5.52703  0.13
C  4.69034  2.80312  2.40259  -0.56
H  -0.45759  -2.62598  2.58369  0.06
H  1.13136  -4.41158  0.66240  0.08
C  5.85911  0.13046  -0.14799  -0.02
C  0.36402  -4.68235  -1.19956  -0.55
H  0.48265  1.82221  3.73354  0.09
H  -1.68829  -0.46791  -2.06606  0.09
O  3.68372  0.22925  -1.06505  0.05
C  -0.28344  -0.02732  4.78719  -0.11
H  6.43950  4.70078  2.78334  0.08
H  -2.86213  -3.66439  -1.37382  0.10
H  4.49982  -2.45231  3.53897  0.14
C  0.54006  -0.29965  -5.74438  -0.12
H  1.23588  -2.70940  -0.94330  0.07
H  1.87668  2.26677  -2.41076  0.08
C  -3.72679  2.41891  -1.67917  0.01
C  0.17603  -0.63170  5.97739  -0.09
O  -3.99218  3.91188  1.52589  0.00
C  0.24856  -0.06236  0.56798  -0.10
C  0.11620  -0.14944  -0.82894  -0.12
H  -0.21313  0.19759  -6.33607  0.08
C  4.86716  0.43516  -1.22063  -0.50
C  4.33990  -4.59617  2.11495  0.02
H  4.57751  0.98886  -3.25723  0.07
H  1.26916  -3.65024  4.16984  0.07
H  1.77496  -3.63660  -2.43419  0.08
H  -1.64888  3.96973  0.17927  0.08
H  -2.84370  3.96138  -4.42694  0.08
C  -5.55756  0.59106  1.15801  -0.05
H  1.39449  5.63417  -5.07878  0.09
C  -4.37219  1.29126  -0.90608  -0.54
H  -2.84271  -0.76828  0.10682  0.10
H  -1.85179  -2.19884  -3.92572  0.09
H  -1.24744  2.40486  0.86088  0.07
H  -5.33641  0.82862  2.19962  0.08
C  -3.63600  6.18679  2.17597  0.01
C  2.62530  -1.52503  3.57936  -0.05
C  1.41771  3.46214  -5.42112  -0.14
N  0.53577  -4.99717  0.09334  0.02
C  0.48314  -0.62910  -4.35620  -0.12
H  -4.56461  -1.87010  -3.30686  0.07
H  0.94059  -0.01944  -1.51331  0.07
N  5.07410  3.34691  3.57178  0.01
C  -2.11073  2.24343  -5.64393  -0.49
H  4.81999  -4.03869  1.30052  0.09
H  -3.96348  -2.09483  -7.56227  0.10
C  1.02332  -4.34665  6.12359  -0.07
H  1.84485  3.34283  -0.19715  0.07
N  -4.77471  1.51388  0.35926  0.02
C  -3.87832  -2.04486  -6.49091  -0.13
H  5.11543  -4.79188  2.85455  0.08
C  0.53386  1.03865  4.47274  -0.13
H  -3.48552  6.70829  3.12357  0.08
C  -4.04708  -1.92977  -4.24854  -0.11
H  -0.44535  2.87442  -0.59695  0.07
H  0.25927  -2.90075  -2.40162  0.06
C  1.57496  4.27214  -3.34850  -0.13
H  2.10962  -1.65526  -3.15124  0.09
H  -1.77062  -2.28007  -6.42435  0.14
C  1.68759  2.88854  -3.26716  -0.12
H  -1.15058  -0.37802  4.25009  0.09
H  -2.30172  0.87155  -4.05386  0.07
N  1.50789  2.43329  -4.54537  0.03
N  2.30790  -1.53604  -5.21571  0.02
C  1.26432  0.12263  6.37567  -0.14
C  1.64965  -1.26113  -4.04523  -0.14
C  -1.94342  3.52818  -4.86663  -0.02
H  -2.81403  1.95794  -2.05173  0.06
H  1.53857  -3.52377  6.64121  0.08
H  0.19735  -4.61761  6.77602  0.08
H  6.84860  0.56208  -0.28088  0.09
H  2.32424  4.08512  1.35666  0.07
C  5.40299  0.85788  -2.56014  -0.01
H  -1.34702  -0.32008  2.12893  0.09
C  1.40610  4.62886  -4.69055  -0.13
H  1.44113  1.44209  -4.74504  0.09
H  -1.45341  2.87920  4.05486  0.05
H  -4.95534  -5.03373  1.57196  0.08
N  3.54460  -2.62133  3.27616  0.04
H  -1.49003  4.33755  -5.43571  0.08
H  -4.61604  -3.31663  -1.59004  0.10
O  -0.21605  -5.41935  -2.00145  0.01
H  4.05447  -5.52939  1.63829  0.08
C  0.96507  -3.40416  -1.74008  -0.01
N  -2.61952  -2.10134  -5.91932  0.01
H  3.09185  -2.14318  -5.35697  0.14
H  4.64429  2.96398  4.39477  0.12
H  6.02157  -0.95213  -0.08802  0.09
H  1.16765  0.19977  1.06906  0.08
O  5.18840  3.07715  1.31434  0.03
C  -3.72259  -3.10781  -0.99939  -0.01
H  2.01344  -1.03177  -7.27125  0.11
H  0.73665  -7.03931  0.10596  0.09
C  -0.82905  3.27234  0.34497  -0.01
H  5.44830  0.38629  0.82757  0.06
C  -0.70312  -3.61940  4.51476  -0.55
H  -1.14189  -4.22481  2.58635  0.08
H  2.71336  2.15681  2.90938  0.07
H  -2.14913  -2.81630  3.16374  0.07
C  -4.74960  -1.78544  -5.45819  -0.12
C  -2.49272  2.89363  3.73685  -0.05
H  -3.47562  3.24979  -1.01716  0.06
H  -2.90770  6.59928  1.47873  0.09
H  -4.46772  2.39616  0.78009  0.07
C  -0.99981  -0.25575  1.11226  -0.13
C  -1.20538  -0.41039  -1.10320  -0.13
C  1.62715  4.12588  0.52470  0.01
H  1.61215  4.99358  -2.54544  0.08
H  1.98636  0.01435  7.16975  0.11
H  -3.85615  1.53771  -4.56630  0.09
H  1.30617  3.30546  -6.48069  0.12
H  -6.62730  0.77855  1.04164  0.08
H  -4.59372  -5.50079  -0.06349  0.08
O  2.04324  -3.87012  2.21205  0.01
C  3.20906  -3.69180  2.56716  -0.53
N  0.56631  -3.84926  4.85976  0.02
H  -3.25663  -5.24214  1.17114  0.07
H  2.63788  -0.90362  2.67967  0.07
H  -3.50203  -2.04931  -1.07901  0.03
H  1.59792  -1.79678  3.76887  0.06
H  -4.40073  2.80389  -2.43884  0.09
H  -1.28008  3.29673  -4.02435  0.08
H  1.74799  -5.16147  6.10047  0.08
H  -5.80421  -1.61077  -5.60152  0.09
C  0.28524  3.85531  1.14856  -0.47
N  1.49790  1.10969  5.45339  0.01
H  -2.64238  2.16053  2.95004  0.08
H  -3.05272  0.37551  -5.63598  0.06
H  3.93424  0.83800  2.98475  0.07
N  -1.86626  -0.51729  0.08935  0.06

Forces on atoms 1 to 6 (eV/Å):
H 0.028 -0.052 -0.231
H 0.033 0.053 0.135
C 0.740 -1.012 0.540
H 0.138 0.076 0.013
O 0.244 0.348 -0.033
O 0.106 -0.109 -0.266

Calculated values
- LUMO level (eV) = -0.21
- charge = 0
- gap between HOMO and LUMO (eV) = 7.52
- HOMO (eV) = -7.738
- calculated total energy (Eh) = -3314.571641